No. 1
Here is C23H27N3O7S in the gas phase in a non-equilibrium geometry from OMol25. Energies are from wB97M-V/def2-TZVPD.

```
61
C23H27N3O7S (wB97M-V/def2-TZVPD)
C 4.767 3.989 2.241
C 4.841 4.277 0.744
O 3.643 3.947 0.068
C 3.348 2.659 -0.217
C 2.094 2.440 -0.799
C 1.693 1.173 -1.147
C 2.534 0.077 -0.940
C 2.057 -1.271 -1.297
O 0.871 -1.588 -1.304
N 2.996 -2.195 -1.600
C 2.587 -3.529 -1.963
C 1.451 -4.022 -1.068
O 0.506 -4.645 -1.462
O 1.719 -3.778 0.223
C 0.816 -4.295 1.192
C -0.036 -3.239 1.909
O -0.385 -3.424 3.055
N -0.364 -2.182 1.137
C -1.132 -1.070 1.476
C -1.673 -0.858 2.742
C -2.413 0.285 2.997
C -2.637 1.222 2.000
C -2.110 0.993 0.743
S -2.426 2.166 -0.581
O -1.339 2.100 -1.516
O -2.752 3.432 0.007
N -3.785 1.655 -1.402
C -3.678 0.390 -2.096
C -4.318 -0.667 -1.175
C -5.167 0.143 -0.178
C -5.007 1.605 -0.631
C -1.362 -0.130 0.470
C 3.780 0.294 -0.356
C 4.184 1.565 0.006
H 5.684 4.314 2.723
H 4.626 2.927 2.428
H 3.928 4.527 2.676
H 5.699 3.768 0.287
H 4.954 5.352 0.580
H 1.439 3.279 -0.964
H 0.720 1.039 -1.592
H 3.964 -1.936 -1.693
H 3.431 -4.211 -1.841
H 2.227 -3.576 -2.998
H 0.133 -5.005 0.706
H 1.408 -4.820 1.945
H 0.012 -2.136 0.188
H -1.505 -1.586 3.519
H -2.817 0.445 3.985
H -3.193 2.127 2.181
H -4.234 0.471 -3.035
H -2.632 0.201 -2.326
H -3.553 -1.241 -0.654
H -4.927 -1.361 -1.752
H -6.212 -0.158 -0.195
H -4.793 0.014 0.837
H -5.834 1.899 -1.286
H -4.937 2.319 0.186
H -0.939 -0.271 -0.512
H 4.437 -0.536 -0.137
H 5.153 1.686 0.465
```

The structure (SMILES) is CCOc1ccc(C(=O)NCC(=O)OCC(=O)Nc2cccc(S(=O)(=O)N3CCCC3)c2)cc1. Its energy is -1981.83145 a.u. As for the total charge: 0. The calculation puts the HOMO-LUMO gap at 0.33402 Ha. As for the relative energy (zero: lowest compared OMol25 entry of this formula, charge and spin): 4.7 kcal per mole. The HOMO energy comes out at -8.681 eV.

No. 2
Here is C23H27N5O2S in the gas phase in a non-equilibrium geometry from OMol25. Energies are from wB97M-V/def2-TZVPD.

```
58
C23H27N5O2S (wB97M-V/def2-TZVPD)
C -6.143 -1.124 1.037
O -4.894 -0.868 1.623
C -3.855 -1.633 1.056
C -2.548 -1.274 1.758
C -1.347 -1.708 0.983
N -0.370 -2.309 1.648
C 0.731 -2.609 0.983
C 0.909 -2.288 -0.360
C 2.198 -2.511 -1.101
N 3.151 -1.453 -0.794
C 3.747 -1.611 0.531
C 5.031 -0.791 0.690
C 4.975 0.505 -0.126
C 3.903 1.422 0.476
O 4.196 2.282 1.279
N 2.651 1.153 0.036
C 1.436 1.704 0.443
C 1.290 2.497 1.577
C 0.031 2.949 1.932
C -1.084 2.625 1.182
C -0.944 1.849 0.032
C -2.078 1.480 -0.806
C -3.401 1.511 -0.459
S -4.387 0.962 -1.750
C -2.937 0.731 -2.680
N -1.854 1.033 -2.077
C 0.321 1.404 -0.331
C 4.786 0.160 -1.613
C 4.170 -1.234 -1.807
C -0.212 -1.735 -0.974
N -1.325 -1.463 -0.321
H -6.435 -2.174 1.163
H -6.135 -0.888 -0.035
H -6.863 -0.484 1.544
H -4.069 -2.708 1.169
H -3.763 -1.417 -0.018
H -2.512 -0.185 1.850
H -2.508 -1.703 2.758
H 1.489 -3.136 1.549
H 2.604 -3.507 -0.848
H 1.993 -2.487 -2.174
H 3.979 -2.672 0.729
H 3.007 -1.287 1.269
H 5.891 -1.372 0.352
H 5.181 -0.560 1.745
H 5.920 1.039 0.014
H 2.569 0.350 -0.591
H 2.156 2.752 2.165
H -0.080 3.561 2.815
H -2.057 2.988 1.476
H -3.852 1.789 0.472
H -2.986 0.366 -3.686
H 0.427 0.813 -1.227
H 4.155 0.913 -2.089
H 5.753 0.182 -2.119
H 4.953 -2.008 -1.768
H 3.705 -1.288 -2.794
H -0.227 -1.511 -2.035
```

The structure (SMILES) is COCCc1ncc(CN2CCC(C(=O)Nc3cccc(-c4cscn4)c3)CC2)cn1. Its energy is -1715.11155 a.u. As for the total charge: 0. The calculation puts the HOMO-LUMO gap at 0.31913 Ha. As for the relative energy (zero: lowest compared OMol25 entry of this formula, charge and spin): 45.0 kcal per mole. The HOMO energy comes out at -8.101 eV.

No. 3
Here is C23H27NO4 in the gas phase from OMol25. Energies are from wB97M-V/def2-TZVPD.

```
55
C23H27NO4 (wB97M-V/def2-TZVPD)
C -7.307 -3.194 -0.218
O -6.791 -1.939 0.197
C -5.606 -1.593 -0.331
O -5.002 -2.294 -1.106
C -5.131 -0.274 0.149
C -5.789 0.429 1.155
C -5.298 1.654 1.568
C -4.154 2.181 0.990
C -3.483 1.479 -0.005
C -2.297 2.098 -0.686
O -2.434 3.064 -1.418
N -1.100 1.526 -0.456
C -0.845 0.454 0.483
C 0.270 -0.436 -0.055
C 1.615 0.318 -0.162
C 2.431 0.097 1.121
O 1.653 0.441 2.251
C 2.371 -0.252 -1.378
C 3.802 0.245 -1.628
C 4.847 -0.341 -0.719
C 5.670 0.481 0.042
C 6.642 -0.055 0.868
C 6.810 -1.426 0.943
C 6.008 -2.255 0.177
C 5.039 -1.716 -0.649
C 1.325 1.822 -0.317
C 0.065 2.079 -1.126
C -3.982 0.256 -0.430
H -6.619 -3.997 0.056
H -8.260 -3.315 0.291
H -7.446 -3.208 -1.302
H -6.679 0.013 1.601
H -5.810 2.206 2.342
H -3.777 3.142 1.304
H -1.754 -0.132 0.623
H -0.545 0.860 1.455
H 0.383 -1.297 0.603
H -0.029 -0.802 -1.039
H 3.335 0.716 1.090
H 2.741 -0.956 1.178
H 2.181 0.292 3.041
H 2.391 -1.340 -1.281
H 1.781 -0.015 -2.267
H 3.838 1.334 -1.566
H 4.062 -0.028 -2.655
H 5.550 1.554 -0.015
H 7.271 0.601 1.453
H 7.567 -1.847 1.588
H 6.141 -3.327 0.220
H 4.430 -2.372 -1.254
H 1.204 2.257 0.676
H 2.164 2.324 -0.799
H 0.153 1.636 -2.126
H -0.106 3.151 -1.257
H -3.497 -0.299 -1.220
```

The structure (SMILES) is COC(=O)c1cccc(C(=O)N2CCC(CO)(CCc3ccccc3)CC2)c1. Its energy is -1248.38403 a.u. As for the total charge: 0. The calculation puts the HOMO-LUMO gap at 0.34900 Ha. As for the relative energy (zero: lowest compared OMol25 entry of this formula, charge and spin): 2.3 kcal per mole. The HOMO energy comes out at -8.932 eV.

No. 4
Here is a molecular structure, C23H28BrF2N5O2Pt in a non-equilibrium geometry from OMol25. Energies are from wB97M-V/def2-TZVPD.

```
62
C23H28BrF2N5O2Pt (wB97M-V/def2-TZVPD)
Pt -0.135 0.055 -0.261
C -1.982 0.331 2.714
O -1.004 -0.352 1.909
C -0.545 -1.566 2.394
C -0.780 -2.012 3.681
C -0.257 -3.236 4.089
Br -0.527 -3.794 5.862
C 0.451 -4.031 3.217
C 0.683 -3.586 1.915
C 0.209 -2.339 1.513
O 0.499 -1.871 0.267
C 1.432 -4.359 0.921
N 1.683 -3.858 -0.272
C 2.436 -4.807 -0.960
C 2.981 -4.785 -2.242
C 3.743 -5.869 -2.620
C 3.953 -6.957 -1.755
C 3.391 -7.003 -0.499
C 2.630 -5.900 -0.120
N 1.971 -5.585 1.067
H -2.859 -0.300 2.858
H -2.258 1.225 2.167
H -1.561 0.614 3.677
H -1.359 -1.430 4.383
H 0.818 -4.994 3.546
H 1.074 -2.690 -0.287
H 2.810 -3.946 -2.903
H 4.198 -5.888 -3.600
H 4.578 -7.777 -2.084
H 3.539 -7.848 0.160
H 1.878 -6.192 1.864
F 2.059 -0.814 -1.580
C 0.953 -0.036 -1.874
F 1.458 1.198 -2.186
H 0.459 -0.436 -2.761
C -2.674 5.781 -0.798
C -2.149 4.415 -0.500
C -2.841 3.260 -0.852
C -2.292 2.022 -0.608
N -1.095 1.865 -0.005
C -0.431 2.980 0.366
C -0.919 4.242 0.144
H -3.643 5.745 -1.291
H -1.976 6.314 -1.446
H -2.763 6.363 0.120
H -3.811 3.322 -1.328
H -2.820 1.118 -0.877
H 0.506 2.833 0.885
H -0.341 5.099 0.466
N 4.989 0.327 2.451
C 3.686 0.139 3.095
C 2.610 -0.078 1.990
N 3.058 0.667 0.773
H 5.558 1.028 2.905
H 4.107 0.746 1.017
H 5.525 -0.528 2.375
H 3.453 1.040 3.661
H 3.670 -0.708 3.778
H 1.632 0.256 2.322
H 2.550 -1.135 1.744
H 2.940 0.154 -0.103
H 2.654 1.594 0.679
```

Its energy is -4210.07021 a.u. As for the total charge: +2. The calculation puts the HOMO-LUMO gap at 0.28201 Ha. As for the relative energy (zero: lowest compared OMol25 entry of this formula, charge and spin): 34.4 kcal per mole. The HOMO energy comes out at -13.375 eV.

No. 5
Here is C23H28BrN5O4 in the gas phase in a non-equilibrium geometry from OMol25. Energies are from wB97M-V/def2-TZVPD.

```
61
C23H28BrN5O4 (wB97M-V/def2-TZVPD)
N -5.122 -2.974 -1.703
C -4.775 -1.778 -1.177
O -4.565 -0.814 -1.884
C -4.709 -1.775 0.343
C -3.806 -0.687 0.935
N -4.194 0.612 0.415
C -4.131 1.743 1.146
O -4.125 1.769 2.356
C -3.995 2.995 0.274
C -2.576 2.944 -0.217
C -2.260 2.307 -1.413
C -0.944 2.146 -1.804
C 0.062 2.636 -0.991
Br 1.874 2.402 -1.524
C -0.223 3.288 0.195
C -1.544 3.429 0.579
C -2.325 -0.862 0.658
C -1.804 -1.676 -0.355
C -0.464 -1.692 -0.638
C 0.467 -0.888 0.061
N 1.760 -0.873 -0.264
C 2.405 -1.617 -1.309
C 3.796 -0.995 -1.507
N 4.397 -0.756 -0.223
C 5.320 0.357 -0.122
C 5.838 0.196 1.300
C 6.044 -1.318 1.404
C 5.009 -1.903 0.429
C -0.067 -0.089 1.111
N 0.739 0.744 1.920
O 0.192 1.464 2.738
O 1.959 0.724 1.779
C -1.438 -0.091 1.377
H -5.265 -3.040 -2.698
H -5.370 -3.762 -1.132
H -4.387 -2.752 0.706
H -5.728 -1.597 0.697
H -3.959 -0.645 2.021
H -4.177 0.656 -0.597
H -4.171 3.875 0.890
H -4.705 2.965 -0.552
H -3.043 1.928 -2.055
H -0.704 1.643 -2.728
H 0.571 3.664 0.821
H -1.771 3.905 1.520
H -2.457 -2.311 -0.933
H -0.098 -2.337 -1.420
H 2.412 -0.339 0.317
H 1.840 -1.557 -2.244
H 2.500 -2.675 -1.026
H 3.678 -0.030 -2.005
H 4.403 -1.651 -2.156
H 4.785 1.294 -0.281
H 6.145 0.288 -0.851
H 6.749 0.760 1.488
H 5.064 0.519 1.994
H 5.900 -1.681 2.419
H 7.054 -1.585 1.088
H 4.238 -2.476 0.952
H 5.493 -2.573 -0.301
H -1.792 0.546 2.175
```

The structure (SMILES) is NC(=O)C[C@H](NC(=O)Cc1ccc(Br)cc1)c1ccc(NCCN2CCCC2)c([N+](=O)[O-])c1. Its energy is -4041.97439 a.u. As for the total charge: 0. The calculation puts the HOMO-LUMO gap at 0.28187 Ha. The HOMO energy comes out at -7.758 eV.

No. 6
Here is a molecular structure, C23H28ClN5O3Sn in a non-equilibrium geometry from OMol25. Energies are from wB97M-V/def2-TZVPD.

```
61
C23H28ClN5O3Sn (wB97M-V/def2-TZVPD)
Sn 7.564 6.989 10.567
O 7.499 4.807 9.659
O 6.496 5.742 9.394
C 14.660 10.297 5.895
C 13.962 9.129 6.602
C 12.817 8.663 5.690
C 14.980 7.912 6.568
C 13.498 9.511 8.038
O 14.800 9.690 8.703
C 12.682 10.852 8.229
C 11.406 11.069 7.366
C 10.561 12.234 7.848
C 10.883 13.489 7.321
C 10.205 14.670 7.655
C 9.148 14.535 8.567
Cl 8.324 15.969 9.022
C 8.801 13.251 9.099
C 9.528 12.118 8.772
C 12.903 8.292 8.776
N 11.503 7.943 8.641
C 10.432 8.281 9.410
N 9.488 7.340 9.299
C 10.028 6.402 8.485
N 11.247 6.685 8.066
H 15.084 9.946 4.937
H 15.547 10.646 6.463
H 13.993 11.186 5.765
H 13.215 8.167 4.796
H 12.162 9.529 5.346
H 12.216 7.959 6.212
H 15.592 8.074 5.657
H 14.455 6.946 6.575
H 15.683 7.817 7.423
H 14.633 9.985 9.632
H 13.373 11.730 8.185
H 12.344 10.840 9.288
H 10.735 10.150 7.446
H 11.615 11.330 6.307
H 11.721 13.562 6.658
H 10.411 15.638 7.161
H 7.952 13.230 9.828
H 9.175 11.143 9.190
H 13.010 8.314 9.869
H 13.462 7.468 8.404
H 10.301 9.271 9.847
H 9.478 5.513 8.221
N 5.764 10.759 8.846
C 6.304 9.942 9.745
N 6.708 8.752 9.222
C 6.433 8.870 7.827
C 6.801 8.062 6.751
C 6.508 8.522 5.441
C 5.760 9.666 5.257
C 5.530 10.537 6.304
C 5.833 10.142 7.589
H 5.490 11.712 9.044
H 6.325 10.225 10.832
H 7.197 7.116 7.000
H 6.949 8.037 4.556
H 5.382 9.947 4.282
H 4.984 11.459 6.150
```

Its energy is -2066.48704 a.u. As for the total charge: +2. The calculation puts the HOMO-LUMO gap (alpha / beta) at 0.14044 / 0.29171 Ha. As for the relative energy (zero: lowest compared OMol25 entry of this formula, charge and spin): 13.4 kcal per mole. The HOMO energy (alpha / beta) comes out at -14.410 / -14.406 eV.

No. 7
Here is C23H28ClNO2 in the gas phase from OMol25. Energies are from wB97M-V/def2-TZVPD.

```
55
C23H28ClNO2 (wB97M-V/def2-TZVPD)
C -1.211 -3.380 -7.846
O -0.043 -3.730 -7.147
C 0.079 -3.343 -5.846
C -0.869 -2.617 -5.134
C -0.630 -2.282 -3.814
C 0.543 -2.654 -3.159
C 0.727 -2.271 -1.769
C 1.746 -2.595 -0.976
C 1.852 -2.171 0.459
N 1.043 -1.006 0.758
C 1.629 0.203 0.215
C 0.664 1.376 0.365
C 0.209 1.608 1.815
C 1.373 2.204 2.638
O 1.217 2.109 4.033
C -0.979 2.606 1.756
C -1.471 3.107 3.082
C -2.319 2.323 3.861
C -2.778 2.751 5.093
C -2.408 3.995 5.575
C -1.593 4.809 4.811
C -1.136 4.368 3.579
Cl -0.139 5.456 2.659
C -0.236 0.263 2.401
C 0.796 -0.839 2.177
C 1.487 -3.381 -3.891
C 1.261 -3.719 -5.205
H -2.103 -3.816 -7.384
H -1.090 -3.788 -8.848
H -1.331 -2.293 -7.911
H -1.794 -2.307 -5.594
H -1.378 -1.717 -3.275
H -0.060 -1.659 -1.349
H 2.557 -3.220 -1.321
H 2.917 -2.004 0.712
H 1.503 -2.999 1.087
H 1.830 0.041 -0.847
H 2.594 0.432 0.705
H 1.136 2.280 -0.025
H -0.217 1.163 -0.242
H 2.293 1.657 2.427
H 1.528 3.248 2.335
H 0.463 2.647 4.299
H -0.669 3.457 1.147
H -1.807 2.111 1.244
H -2.629 1.361 3.483
H -3.429 2.116 5.674
H -2.761 4.339 6.535
H -1.312 5.790 5.162
H -0.407 0.364 3.473
H -1.166 -0.043 1.918
H 0.396 -1.778 2.570
H 1.720 -0.606 2.733
H 2.412 -3.684 -3.426
H 1.990 -4.280 -5.769
```

The structure (SMILES) is COc1ccc(/C=C/CN2CCC(CO)(Cc3ccccc3Cl)CC2)cc1. Its energy is -1558.63248 a.u. As for the total charge: 0. The calculation puts the HOMO-LUMO gap at 0.31339 Ha. As for the relative energy (zero: lowest compared OMol25 entry of this formula, charge and spin): 0.0 kcal per mole. The HOMO energy comes out at -7.790 eV.

No. 8
Here is C23H28F3N3 in the gas phase from OMol25. Energies are from wB97M-V/def2-TZVPD.

```
57
C23H28F3N3 (wB97M-V/def2-TZVPD)
F 2.268 3.583 -1.812
C 2.499 2.296 -1.520
F 1.305 1.676 -1.640
F 3.262 1.824 -2.525
C 3.120 2.099 -0.166
C 3.302 3.211 0.651
C 3.864 3.067 1.904
C 4.245 1.810 2.345
C 4.065 0.708 1.533
C 3.500 0.828 0.267
C 3.346 -0.420 -0.565
N 2.886 -1.515 0.275
C 3.127 -2.835 -0.272
C 2.173 -3.196 -1.412
C 0.732 -3.059 -0.930
C 0.468 -1.646 -0.388
N -0.916 -1.578 0.090
C -1.838 -1.361 -1.015
C -3.284 -1.544 -0.546
N -3.600 -0.605 0.508
C -4.120 0.643 0.191
C -3.701 1.823 0.815
C -4.301 3.034 0.524
C -5.329 3.114 -0.398
C -5.759 1.953 -1.019
C -5.172 0.740 -0.728
C -2.650 -0.768 1.582
C -1.197 -0.593 1.122
C 1.509 -1.363 0.711
H 3.001 4.186 0.299
H 4.001 3.934 2.532
H 4.686 1.691 3.324
H 4.348 -0.278 1.866
H 4.335 -0.689 -0.952
H 2.695 -0.244 -1.429
H 4.167 -2.891 -0.603
H 2.992 -3.549 0.548
H 2.344 -2.531 -2.261
H 2.363 -4.218 -1.743
H 0.049 -3.291 -1.748
H 0.541 -3.771 -0.124
H 0.618 -0.911 -1.198
H -1.630 -2.082 -1.806
H -1.723 -0.344 -1.435
H -3.954 -1.414 -1.394
H -3.405 -2.558 -0.150
H -2.892 1.811 1.529
H -3.950 3.928 1.020
H -5.789 4.063 -0.627
H -6.569 1.992 -1.734
H -5.552 -0.151 -1.205
H -2.882 -0.082 2.396
H -2.763 -1.792 1.955
H -0.548 -0.766 1.980
H -1.041 0.438 0.755
H 1.404 -0.344 1.088
H 1.352 -2.063 1.537
```

The structure (SMILES) is FC(F)(F)c1ccccc1CN1CCC[C@@H](N2CCN(c3ccccc3)CC2)C1. Its energy is -1357.10717 a.u. As for the total charge: 0. The calculation puts the HOMO-LUMO gap at 0.30318 Ha. The HOMO energy comes out at -7.506 eV.